(1)
Here is a molecular structure, C29H31F6N8O4SSbZn from OMol25. Energies are from wB97M-V/def2-TZVPD.

The geometry in XYZ format:
```
81
Properties=species:S:1:pos:R:3:forces:R:3
Zn 0.268 -0.055 0.003 0.23 -0.05 0.08
N -4.071 -0.741 -3.068 0.01 0.02 -0.04
C -3.423 -1.565 -2.246 -0.03 0.03 -0.05
N -3.044 -1.235 -1.041 0.01 -0.09 0.02
C -3.291 0.015 -0.640 -0.06 0.19 -0.15
N -2.816 0.438 0.566 0.06 0.05 0.18
N -1.828 -0.288 1.008 -0.14 -0.11 0.11
C -1.765 -0.978 2.071 0.09 0.03 -0.03
C -0.505 -1.666 2.375 -0.03 -0.10 -0.06
C -0.377 -2.427 3.515 0.07 0.03 0.00
C 0.820 -3.103 3.731 -0.03 0.02 0.01
C 1.827 -2.987 2.798 0.00 0.04 -0.05
C 1.618 -2.191 1.676 0.09 0.04 0.07
N 0.477 -1.554 1.460 -0.23 0.04 0.00
C -4.019 0.960 -1.418 -0.07 0.01 0.07
C -4.312 2.275 -1.003 0.02 -0.14 0.00
C -4.996 3.106 -1.846 -0.09 -0.04 -0.06
C -5.403 2.659 -3.118 0.01 0.03 0.07
C -5.116 1.391 -3.559 0.09 -0.07 0.01
C -4.416 0.540 -2.702 -0.03 -0.01 -0.03
H -4.306 -1.063 -3.999 -0.01 -0.01 0.01
H -3.202 -2.554 -2.622 -0.02 -0.04 -0.01
H -2.633 -1.119 2.709 0.01 0.01 0.00
H -1.184 -2.470 4.233 -0.02 -0.02 -0.01
H 0.957 -3.700 4.621 0.00 0.00 0.01
H 2.775 -3.486 2.927 0.03 -0.01 0.00
H 2.396 -2.045 0.941 0.04 0.01 -0.01
H -3.956 2.616 -0.043 -0.02 0.01 0.02
H -5.201 4.122 -1.546 0.01 0.03 0.01
H -5.944 3.333 -3.767 -0.01 0.03 -0.01
H -5.414 1.057 -4.543 -0.02 -0.02 -0.03
F 0.734 1.247 1.781 0.03 -0.06 -0.10
Sb 2.112 1.554 3.134 -0.09 -0.11 0.17
F 1.385 0.083 4.072 0.00 -0.02 -0.03
F 0.905 2.705 3.997 0.04 0.03 -0.05
F 3.473 1.846 4.376 -0.02 0.03 0.02
F 2.697 2.965 2.012 0.11 -0.16 -0.10
F 3.193 0.342 2.160 -0.03 -0.03 -0.06
C 4.885 2.475 -0.855 0.01 -0.01 0.01
C 3.994 1.298 -1.038 0.04 0.03 0.01
C 4.200 0.070 -1.643 -0.04 0.02 0.10
C 3.021 -0.654 -1.442 -0.07 -0.05 -0.03
N 2.148 0.087 -0.762 -0.02 0.05 0.03
N 2.753 1.270 -0.540 0.04 0.02 -0.12
C 2.673 -2.037 -1.882 0.01 0.02 -0.01
H 5.469 2.362 0.058 0.01 -0.01 0.01
H 4.309 3.395 -0.768 -0.02 0.03 -0.01
H 5.570 2.566 -1.695 0.01 0.01 0.00
H 5.089 -0.259 -2.148 0.05 -0.01 -0.05
H 2.284 1.990 -0.010 0.02 0.05 0.11
H 3.216 -2.785 -1.302 0.01 -0.01 0.00
H 2.936 -2.182 -2.929 -0.01 0.00 0.00
H 1.604 -2.216 -1.774 -0.02 -0.01 0.00
C 2.845 6.117 2.227 0.02 -0.01 -0.04
C 1.721 5.975 1.243 -0.02 0.00 -0.01
C 0.693 5.064 1.475 -0.04 0.05 -0.02
C -0.331 4.900 0.557 0.06 -0.01 -0.01
C -0.328 5.661 -0.603 0.04 0.03 0.00
C 0.683 6.580 -0.857 -0.09 0.00 0.02
C 1.698 6.731 0.070 0.00 -0.02 -0.01
S -1.591 5.427 -1.799 0.03 0.10 0.13
O -2.138 6.667 -2.263 0.00 -0.01 -0.04
O -2.495 4.427 -1.274 0.04 0.10 -0.01
N -0.723 4.826 -3.059 -0.05 -0.05 -0.03
C -0.090 3.529 -2.870 0.09 0.01 -0.01
C -1.018 2.310 -2.936 -0.08 -0.06 -0.12
C -0.668 1.270 -1.904 -0.12 0.25 0.12
O -0.739 0.046 -2.139 0.04 -0.53 -0.11
O -0.351 1.681 -0.746 0.10 0.32 0.14
H 2.484 6.023 3.250 0.00 0.00 0.03
H 3.350 7.075 2.118 0.00 0.03 0.01
H 3.580 5.324 2.072 -0.01 0.01 0.02
H 0.707 4.470 2.378 -0.06 0.03 0.01
H -1.114 4.174 0.717 -0.04 -0.04 0.04
H 0.665 7.167 -1.764 0.01 0.02 -0.03
H 2.488 7.447 -0.116 0.02 0.03 0.00
H -1.187 5.001 -3.941 0.02 0.05 -0.02
H 0.376 3.558 -1.883 0.03 -0.03 -0.05
H 0.712 3.444 -3.604 -0.01 -0.01 0.01
H -1.036 1.849 -3.924 0.00 0.02 0.01
H -2.031 2.636 -2.680 0.04 0.01 -0.05
```
Forces are in eV/Å.

largest force on an atom: 0.54 eV/Å
orbital gap (alpha / beta): 7.020 / 4.928 eV
energy: -4879.672966 Eh
2S+1: 2
⟨S²⟩: 0.77
charge: +1
energy relative to the best compared isomer or geometry (same formula, charge and spin): 0.423 eV



(2)
Here is a single C5H12N2O2 molecule from OMol25. Energies are from wB97M-V/def2-TZVPD.

The geometry in XYZ format:
```
21
Properties=species:S:1:pos:R:3:forces:R:3
C 0.257 -0.289 0.291 -1.93 3.68 2.80
C -0.341 1.030 1.203 1.82 -1.65 0.07
C -1.394 0.574 -1.437 -0.10 -0.10 -0.33
C 0.452 -1.414 1.297 0.05 -0.18 -0.36
C 1.527 0.061 -0.468 -0.30 0.12 -0.04
N -0.945 -0.439 -0.506 0.88 -4.16 -1.78
O 0.144 2.254 0.770 0.44 0.89 -0.16
N -0.747 -1.811 -0.996 -1.07 1.40 -2.07
O -1.044 -2.027 -2.152 0.00 0.43 1.80
H 1.091 2.303 0.948 -0.18 0.04 -0.02
H -0.049 0.803 2.231 0.15 0.22 0.21
H -1.425 1.119 1.219 0.00 -0.46 -0.48
H -0.724 1.430 -1.492 0.07 -0.05 0.15
H -1.475 0.129 -2.434 0.03 0.00 0.11
H -2.387 0.918 -1.141 0.07 0.05 -0.02
H 0.881 -2.284 0.809 0.07 -0.12 0.15
H 1.117 -1.094 2.102 0.03 0.09 -0.11
H 1.763 -0.724 -1.188 0.07 -0.09 0.06
H 2.360 0.171 0.225 0.08 -0.11 0.05
H 1.437 0.999 -1.015 -0.09 -0.01 -0.04
H -0.499 -1.710 1.734 -0.07 0.01 0.01
```
Forces are in eV/Å.

largest force on an atom: 5.01 eV/Å
orbital gap: 9.636 eV
energy: -457.580795 Eh
SMILES: CN(N=O)C(C)(C)CO
energy relative to the best compared isomer or geometry (same formula, charge and spin): 4.575 eV



(3)
Here is 3 unconnected molecules or ions with the total composition C17H29F3N2O10S3 from OMol25. Energies are from wB97M-V/def2-TZVPD.

The geometry in XYZ format:
```
64
Properties=species:S:1:pos:R:3:forces:R:3
C -1.771 -0.520 -4.297 0.87 0.29 0.94
C -1.693 -0.206 -2.770 0.70 -0.35 -1.31
O -2.620 -0.280 -2.031 -0.30 0.19 0.33
O -0.414 0.173 -2.325 -0.96 0.81 -0.70
C -0.500 1.434 -1.603 -0.16 0.38 0.65
C -0.606 1.191 -0.056 0.14 -0.20 0.22
C 0.771 1.420 0.703 -0.14 0.12 -1.29
C 0.951 2.875 1.256 0.46 -0.99 0.13
C 0.272 3.169 2.647 -1.01 1.21 -0.80
C -1.257 3.389 2.537 3.95 -1.10 0.28
N -2.374 3.439 2.363 -1.95 0.39 -0.17
C 0.686 2.196 3.811 0.57 2.35 1.26
C 0.465 2.977 5.131 0.30 -2.46 -3.18
N 0.214 3.496 6.105 -0.21 1.08 1.58
S -0.261 0.634 3.965 -3.45 -1.64 0.76
O -0.936 0.573 5.240 1.67 0.57 -0.34
O -1.164 0.325 2.882 1.76 0.81 -0.36
C 1.008 -0.765 3.989 1.92 -0.68 0.93
F 2.251 -0.371 3.477 -2.24 -0.02 0.64
F 1.190 -1.127 5.342 -0.53 0.63 -3.02
F 0.608 -1.810 3.257 0.21 1.16 1.16
H -2.825 -0.663 -4.606 0.88 0.02 0.24
H -1.273 0.313 -4.860 -0.56 -0.70 0.46
H -1.141 -1.426 -4.461 -0.61 0.54 -0.06
H -1.382 2.022 -1.973 0.66 -0.67 0.37
H 0.399 2.049 -1.869 -0.55 -0.76 0.20
H -0.941 0.134 0.098 0.24 1.00 -0.18
H -1.418 1.838 0.353 0.65 -0.48 -0.16
H 1.554 1.291 -0.097 -0.50 0.07 0.86
H 0.984 0.611 1.444 -0.27 0.82 -0.44
H 0.615 3.589 0.468 0.03 -0.35 0.81
H 2.056 3.049 1.386 -0.99 -0.03 0.07
H 0.660 4.180 2.948 -0.29 -0.97 -0.04
H 1.800 2.069 3.749 -1.05 -0.49 -0.13
O 5.751 -3.851 5.154 0.27 0.22 -0.18
S 5.392 -2.487 4.905 -0.49 0.31 0.35
O 5.962 -1.748 3.817 0.11 -0.30 0.07
O 5.580 -1.644 6.258 -0.40 -0.21 -0.31
C 6.850 -1.696 6.920 0.84 0.10 0.26
C 7.884 -0.829 6.225 0.02 -0.03 -0.31
C 3.634 -2.360 4.812 0.29 -0.42 0.33
H 7.195 -2.729 7.007 -0.16 -0.02 -0.12
H 6.689 -1.323 7.932 -0.33 -0.04 -0.11
H 8.136 -1.230 5.242 0.00 0.00 0.06
H 8.801 -0.779 6.814 -0.08 -0.02 0.06
H 7.501 0.182 6.075 0.02 -0.03 0.10
H 3.211 -2.885 5.666 0.04 0.00 -0.03
H 3.316 -2.832 3.884 0.15 -0.03 0.01
H 3.340 -1.325 4.817 0.48 -0.08 0.21
O -3.770 -0.870 -6.724 -0.35 0.10 0.08
S -4.710 -0.155 -7.539 -0.10 -0.06 -0.77
O -5.663 0.747 -6.966 0.23 -0.19 0.24
O -5.482 -1.199 -8.479 0.44 0.38 0.00
C -6.133 -2.319 -7.863 -0.57 -0.56 0.44
C -7.444 -1.920 -7.212 0.01 0.27 0.18
C -3.835 0.689 -8.819 0.01 -0.07 -0.12
H -5.466 -2.801 -7.144 0.11 0.17 -0.05
H -6.328 -3.040 -8.656 0.22 0.23 -0.16
H -7.276 -1.268 -6.354 -0.01 -0.05 -0.02
H -7.983 -2.803 -6.866 0.06 -0.03 -0.08
H -8.073 -1.373 -7.917 0.02 -0.10 -0.02
H -3.142 -0.006 -9.289 -0.05 0.00 0.04
H -3.291 1.513 -8.361 -0.07 -0.06 0.09
H -4.553 1.072 -9.541 0.00 -0.03 0.06
```
Forces are in eV/Å.

largest force on an atom: 4.11 eV/Å
orbital gap: 10.281 eV
energy: -3021.090043 Eh
SMILES: CC(=O)OCCCC[C@@H](C#N)[C@@H](C#N)S(=O)(=O)C(F)(F)F.CCOS(C)(=O)=O.CCOS(C)(=O)=O



(4)
Here is 2 unconnected molecules or ions with the total composition C37H55FNO8 from OMol25. Energies are from wB97M-V/def2-TZVPD.

The geometry in XYZ format:
```
102
Properties=species:S:1:pos:R:3:forces:R:3
C 1.373 -0.704 2.095 -0.86 0.96 -1.28
C 0.507 -0.010 0.937 0.24 -0.31 0.53
C -0.989 0.218 1.391 1.56 1.56 -0.20
C -1.812 1.172 0.458 -1.43 1.01 0.19
C -1.015 2.443 -0.039 0.31 0.02 -1.14
C -1.923 3.505 -0.767 -1.24 1.25 -0.56
C -2.914 3.046 -1.759 0.41 1.15 0.53
C -3.831 3.925 -2.463 2.11 0.82 2.20
C -3.758 5.363 -2.146 0.53 -1.33 0.03
C -4.784 6.300 -2.877 0.52 -0.18 1.50
C -2.761 5.856 -1.187 -0.30 -1.86 -0.36
C -1.838 4.942 -0.485 -1.66 -0.82 -1.74
C -3.153 1.620 1.228 -0.20 -1.37 0.61
C -2.871 2.502 2.506 0.91 0.41 -0.10
C -3.539 3.929 2.496 -0.37 -0.04 0.87
C -2.842 4.929 3.524 -0.43 -0.48 -0.94
C -1.361 5.264 3.113 -0.14 0.81 0.24
C -0.375 5.573 4.308 1.52 0.36 -1.21
O -0.742 4.988 5.574 -0.45 -1.28 -0.76
C -0.645 3.612 5.572 -0.66 -1.20 1.00
C -1.755 2.867 6.409 -0.13 1.34 0.39
O 0.217 2.961 5.031 -0.41 0.92 -0.32
C -3.915 0.247 1.580 0.34 1.45 -0.07
C -2.999 -0.789 2.320 -2.28 0.28 0.68
C -3.881 -2.038 2.691 0.04 -0.16 1.27
C -3.097 -3.319 3.158 -1.04 -0.29 -0.84
F -4.826 -2.373 1.680 1.29 0.24 0.67
N -1.716 -1.097 1.614 0.06 0.04 -0.27
C -1.854 -1.928 0.371 0.22 -1.32 -1.93
C -1.097 -3.319 0.419 0.51 -0.09 0.09
C 0.305 -3.334 -0.292 -0.30 -0.83 -0.60
C 0.270 -3.050 -1.842 1.58 -0.24 -0.05
C 1.696 -3.493 -2.414 -0.04 -0.83 0.93
O 2.419 -2.384 -2.985 0.59 -1.05 0.44
C 3.790 -2.457 -2.732 1.51 0.56 -0.03
C 4.636 -3.766 -2.866 -1.34 -0.59 0.44
O 4.368 -1.453 -2.404 -0.77 -0.34 -0.31
H 2.430 -0.683 1.728 -0.87 -0.42 0.61
H 1.272 -0.031 2.986 0.23 -0.92 -0.55
H 0.989 -1.742 2.274 0.70 0.78 0.15
H 1.039 0.962 0.732 -1.02 -0.81 0.19
H 0.537 -0.580 -0.026 0.07 0.41 0.79
H -0.914 0.673 2.424 -0.26 -0.37 -1.04
H -2.179 0.646 -0.472 0.59 0.26 1.00
H -0.292 2.086 -0.833 -0.54 0.34 0.92
H -0.383 2.914 0.762 -0.78 -0.36 -0.63
H -2.938 1.943 -1.949 -0.12 1.14 0.01
H -4.559 3.490 -3.185 0.68 0.63 0.68
H -4.238 7.058 -3.488 -0.65 -0.67 0.29
H -5.359 6.834 -2.065 0.51 -0.33 -0.96
H -5.521 5.688 -3.451 0.81 0.64 0.24
H -2.746 6.956 -0.974 0.11 -1.21 -0.19
H -1.095 5.351 0.243 -0.80 -0.47 -0.78
H -3.856 2.183 0.566 0.85 -0.45 0.31
H -3.155 2.010 3.479 0.17 0.19 -0.97
H -1.748 2.636 2.560 -1.14 -0.03 0.13
H -4.590 3.799 2.895 0.90 0.18 -0.73
H -3.594 4.356 1.464 0.13 -0.36 0.83
H -3.445 5.879 3.547 0.61 -0.93 0.05
H -2.959 4.454 4.529 0.44 0.54 -0.73
H -1.413 6.208 2.495 0.16 -0.99 0.57
H -0.881 4.501 2.444 -0.67 0.44 0.78
H 0.635 5.170 4.003 -0.99 0.39 0.46
H -0.210 6.678 4.438 -0.59 -1.19 0.31
H -1.469 1.819 6.656 0.02 0.96 -0.32
H -1.928 3.463 7.352 0.16 -0.74 -0.89
H -2.745 2.866 5.871 1.09 0.03 0.38
H -4.756 0.527 2.279 0.80 -0.59 -0.62
H -4.389 -0.130 0.640 0.54 -0.08 0.85
H -2.712 -0.309 3.302 -0.08 -0.62 -0.99
H -4.512 -1.718 3.570 0.61 -0.02 -1.01
H -3.731 -3.861 3.910 0.88 0.60 -0.56
H -3.046 -4.010 2.270 0.28 0.68 0.91
H -2.076 -3.094 3.564 -0.97 -0.25 -0.24
H -1.139 -1.645 2.270 -0.20 0.24 -0.28
H -1.417 -1.370 -0.505 -0.50 -0.34 1.09
H -2.915 -2.142 0.082 0.77 0.61 0.85
H -0.934 -3.709 1.465 -0.35 0.59 -0.86
H -1.750 -4.092 -0.082 0.63 0.86 0.46
H 0.710 -4.383 -0.170 -0.45 1.05 0.00
H 1.074 -2.658 0.160 -0.78 -0.47 -0.18
H -0.479 -3.661 -2.404 0.22 0.80 0.72
H 0.188 -1.950 -2.031 -0.25 -0.96 -0.11
H 2.312 -3.867 -1.543 -0.71 0.30 -0.81
H 1.608 -4.383 -3.105 0.01 1.15 0.35
H 5.704 -3.572 -3.128 -1.25 0.16 0.11
H 4.161 -4.518 -3.557 0.62 0.78 0.59
H 4.644 -4.241 -1.840 0.04 0.41 -1.03
C 7.051 -4.807 -5.937 -0.05 -0.15 0.40
C 7.791 -4.826 -7.052 -0.68 0.65 -0.38
C 9.038 -5.646 -7.148 0.57 -0.46 0.20
O 9.670 -5.648 -8.186 -0.31 0.25 -0.06
C 9.447 -6.413 -5.972 0.01 0.10 -0.28
C 8.709 -6.391 -4.858 0.66 -0.56 0.31
C 7.448 -5.593 -4.772 -0.44 0.42 -0.28
O 6.795 -5.616 -3.741 0.37 -0.31 0.04
O 9.067 -7.088 -3.762 -0.65 0.55 -0.31
O 7.448 -4.110 -8.135 0.63 -0.60 0.36
H 6.147 -4.220 -5.856 0.02 0.00 -0.04
H 10.359 -6.988 -6.047 -0.02 0.00 0.01
H 8.373 -6.908 -3.100 0.09 -0.07 0.01
H 8.139 -4.295 -8.801 -0.08 0.06 -0.03
```
Forces are in eV/Å.

largest force on an atom: 3.16 eV/Å
orbital gap: 7.980 eV
energy: -2199.076247 Eh
charge: +1



Q: Among the records above, which one has the lowest energy?
A: C29H31F6N8O4SSbZn



Q: Among the records above, which one has the highest largest force on an atom?
A: C5H12N2O2



Q: Which of these has the highest energy?
A: C5H12N2O2



Q: Among the records above, which one has the highest largest force on an atom?
A: C5H12N2O2